Record 1
DFT (the ωB97M-V functional and the def2-TZVPD basis) results for a 12-piece molecular cluster, C37H76Cl22N3OP2S overall at a distorted geometry.

The calculation puts the frontier orbital gap at 7.57 eV. As for the total charge: +1. The calculation puts the LUMO energy at -3.5 eV.

Last column: Mulliken charge in e.
Element x y z (Å)
1 C 2.433 -0.625 2.183  0.064
2 C 3.345 0.336 2.093  -0.441
3 C 4.196 1.581 1.519  -0.604
4 N 4.526 1.479 0.064  0.169
5 C 3.610 1.406 -0.934  -0.448
6 N 4.208 1.355 -2.310  -0.261
7 P 4.710 -0.287 -2.754  0.161
8 S 5.698 -1.252 -1.393  -0.326
9 N 2.173 1.419 -0.642  0.534
10 C 1.354 0.703 -1.678  -0.538
11 C -0.031 0.051 -1.068  -0.181
12 C -1.244 0.442 -2.065  0.419
13 C -2.647 0.691 -1.284  -0.517
14 C -3.485 -0.721 -1.414  -0.851
15 C -3.006 -1.784 -0.291  0.210
16 O -3.877 -1.798 0.881  -0.324
17 C -3.071 -1.986 2.100  -0.181
18 P 1.555 3.037 -0.237  -0.455
19 C 0.611 3.844 -1.666  0.295
20 C 1.466 4.078 -3.020  -0.767
21 C 0.244 2.945 1.178  0.340
22 C 0.884 2.635 2.626  -0.469
23 H 1.500 -1.270 2.434  0.450
24 H 3.711 2.606 1.696  0.310
25 H 5.202 1.569 2.112  0.369
26 H 5.543 1.492 -0.183  0.414
27 H 3.518 1.638 -3.028  0.445
28 H 5.610 -0.133 -3.889  0.147
29 H 3.591 -1.056 -3.286  0.149
30 H 1.170 1.303 -2.650  0.268
31 H 1.984 -0.227 -2.007  -0.034
32 H -0.201 0.314 0.037  0.219
33 H 0.067 -1.112 -1.111  0.084
34 H -1.353 -0.453 -2.809  0.443
35 H -1.042 1.367 -2.720  -0.856
36 H -2.503 0.953 -0.155  0.078
37 H -3.288 1.537 -1.730  0.410
38 H -4.595 -0.424 -1.347  0.342
39 H -3.343 -1.218 -2.453  0.360
40 H -3.030 -2.828 -0.792  -0.012
41 H -1.927 -1.623 0.082  0.054
42 H -2.191 -2.711 1.951  -0.004
43 H -2.747 -0.929 2.455  0.163
44 H -3.813 -2.416 2.889  0.218
45 H -0.395 3.273 -1.835  -0.149
46 H 0.295 4.912 -1.288  0.446
47 H 0.683 4.318 -3.864  0.108
48 H 2.054 3.163 -3.393  0.006
49 H 2.145 5.023 -2.972  0.337
50 H -0.185 4.031 1.233  0.348
51 H -0.648 2.275 0.887  -0.297
52 H 0.180 3.142 3.407  0.089
53 H 0.802 1.506 2.813  0.057
54 H 1.926 3.083 2.808  0.136
55 Cl -0.923 -5.084 2.482  -0.210
56 C -0.813 -5.200 0.708  0.675
57 C 0.618 -5.091 0.216  -0.785
58 Cl 1.285 -3.455 0.450  -0.071
59 H -1.447 -4.422 0.277  -0.324
60 H -1.229 -6.171 0.429  -0.038
61 H 0.659 -5.299 -0.856  0.326
62 H 1.274 -5.801 0.724  0.427
63 Cl -2.664 4.620 4.184  -0.183
64 C -3.146 3.481 5.467  -0.477
65 C -1.955 2.756 6.065  -0.516
66 Cl -1.217 1.615 4.914  -0.110
67 H -3.871 2.782 5.045  0.375
68 H -3.648 4.068 6.239  0.308
69 H -2.273 2.171 6.931  0.360
70 H -1.182 3.455 6.393  0.256
71 Cl 5.843 -6.800 0.548  -0.292
72 C 7.096 -6.315 -0.623  -0.082
73 C 6.654 -5.146 -1.482  0.359
74 Cl 5.351 -5.597 -2.611  -0.211
75 H 7.349 -7.188 -1.229  0.366
76 H 7.979 -6.036 -0.043  -0.075
77 H 7.492 -4.795 -2.091  -0.305
78 H 6.302 -4.310 -0.874  0.170
79 Cl -2.270 5.716 -4.936  -0.089
80 C -2.135 4.663 -6.363  -0.607
81 C -2.339 3.199 -6.019  -0.553
82 Cl -1.002 2.544 -5.037  -0.072
83 H -1.157 4.836 -6.819  0.325
84 H -2.902 4.988 -7.070  0.367
85 H -2.380 2.605 -6.935  0.352
86 H -3.270 3.040 -5.469  0.294
87 Cl -1.810 8.599 -2.094  -0.197
88 C -3.315 7.844 -1.510  -0.311
89 C -3.065 6.866 -0.378  -0.802
90 Cl -2.197 5.410 -0.930  -0.065
91 H -3.803 7.361 -2.358  0.260
92 H -3.961 8.655 -1.163  0.430
93 H -4.016 6.528 0.038  0.338
94 H -2.484 7.322 0.427  0.334
95 Cl -3.562 -7.184 -0.832  -0.177
96 C -4.034 -8.335 0.445  -0.419
97 C -2.840 -9.069 1.024  -0.337
98 Cl -2.116 -10.202 -0.144  -0.184
99 H -4.766 -9.027 0.023  0.378
100 H -4.527 -7.753 1.227  0.241
101 H -3.151 -9.661 1.887  0.351
102 H -2.061 -8.376 1.350  0.182
103 Cl 10.125 -4.712 -0.052  -0.162
104 C 10.820 -3.283 -0.857  -0.424
105 C 9.824 -2.607 -1.780  -0.375
106 Cl 9.450 -3.601 -3.210  -0.206
107 H 11.716 -3.600 -1.394  0.340
108 H 11.122 -2.592 -0.067  0.308
109 H 10.241 -1.666 -2.149  0.348
110 H 8.886 -2.385 -1.267  0.192
111 Cl -7.016 7.713 -2.982  -0.181
112 C -6.872 8.917 -4.287  -0.427
113 C -5.588 8.752 -5.078  -0.470
114 Cl -4.150 9.178 -4.119  -0.154
115 H -6.945 9.912 -3.841  0.305
116 H -7.733 8.776 -4.944  0.327
117 H -5.599 9.416 -5.945  0.357
118 H -5.465 7.727 -5.436  0.259
119 Cl 4.771 -12.088 3.244  -0.187
120 C 5.465 -10.658 2.439  -0.413
121 C 4.471 -9.981 1.516  0.244
122 Cl 4.097 -10.974 0.085  -0.196
123 H 6.362 -10.974 1.902  0.321
124 H 5.768 -9.967 3.229  0.288
125 H 4.887 -9.040 1.148  -0.330
126 H 3.532 -9.759 2.029  0.335
127 Cl -8.021 -6.116 1.949  -0.197
128 C -7.621 -4.629 1.053  -0.434
129 C -6.713 -3.709 1.848  -0.180
130 Cl -7.544 -2.995 3.253  -0.192
131 H -8.556 -4.135 0.781  0.368
132 H -7.120 -4.939 0.133  0.292
133 H -6.385 -2.878 1.219  0.104
134 H -5.826 -4.233 2.209  0.234
135 Cl -1.573 6.162 7.901  -0.200
136 C -1.350 7.252 6.510  -0.330
137 C -1.243 8.705 6.931  -0.488
138 Cl -2.784 9.338 7.559  -0.179
139 H -2.180 7.093 5.819  0.256
140 H -0.429 6.942 6.011  0.291
141 H -0.974 9.322 6.071  0.328
142 H -0.480 8.845 7.701  0.323


Record 2
DFT (the ωB97M-V functional and the def2-TZVPD basis) results for a 7-piece molecular cluster, C37H76ClN11O10PS overall at a distorted geometry.

The calculation puts the frontier orbital gap at 7.21 eV. As for the total charge: +1. The calculation puts the LUMO energy at -3.0 eV.

Last column: Mulliken charge in e.
Element x y z (Å)
1 C 1.253 4.299 1.310  -0.665
2 C -0.075 3.696 1.734  -1.011
3 C -0.922 3.152 0.614  -0.049
4 O -0.518 1.823 0.323  -0.483
5 C -1.057 1.218 -0.808  0.794
6 P -0.579 1.869 -2.583  0.282
7 C 0.703 3.118 -2.287  -0.651
8 O -1.821 2.824 -3.107  -0.709
9 C -0.366 -0.202 -0.844  0.231
10 C -0.256 -0.913 0.526  -1.490
11 C -1.045 -2.199 0.770  -0.354
12 S -0.320 -3.635 -0.083  -0.361
13 C -1.651 -4.328 -0.925  0.333
14 N -2.370 -3.803 -1.868  0.438
15 N -3.288 -4.752 -2.251  -0.689
16 C -3.045 -5.787 -1.521  -0.158
17 O -2.040 -5.609 -0.655  -0.304
18 N 0.907 -0.080 -1.568  1.344
19 C 1.990 0.547 -0.797  -1.415
20 C 1.352 -1.259 -2.237  0.459
21 C 2.492 -2.061 -1.684  -1.505
22 O 0.827 -1.567 -3.272  -0.446
23 C -1.410 -0.849 -1.732  -2.057
24 N -2.569 -0.292 -1.636  0.553
25 Cl -3.869 -0.964 -2.502  0.062
26 C -2.589 0.868 -0.728  -0.066
27 C -3.562 2.055 -0.955  -0.472
28 C -4.586 2.001 -2.092  -1.924
29 N -2.793 0.345 0.627  0.126
30 C -4.041 -0.379 0.834  -0.565
31 C -4.171 -0.640 2.343  -0.225
32 H 1.908 3.633 0.746  -0.109
33 H 1.106 5.209 0.734  0.280
34 H 1.827 4.565 2.189  0.266
35 H -0.655 4.480 2.216  0.550
36 H 0.107 2.899 2.452  0.030
37 H -1.961 3.193 0.947  0.364
38 H -0.845 3.802 -0.259  0.401
39 H 1.598 2.744 -2.777  0.252
40 H 0.411 4.038 -2.779  0.650
41 H 0.960 3.267 -1.244  -0.298
42 H -2.302 2.364 -3.795  0.343
43 H 0.779 -1.160 0.748  1.064
44 H -0.578 -0.240 1.310  0.057
45 H -2.107 -2.089 0.606  -0.158
46 H -0.936 -2.416 1.829  0.699
47 H -3.584 -6.710 -1.610  0.472
48 H 1.736 1.556 -0.507  -0.271
49 H 2.853 0.624 -1.449  0.910
50 H 2.296 0.006 0.099  0.387
51 H 2.520 -3.010 -2.198  0.355
52 H 2.366 -2.220 -0.618  0.368
53 H 3.429 -1.530 -1.810  0.325
54 H -1.283 -1.711 -2.368  1.162
55 H -2.957 2.933 -1.135  0.390
56 H -4.106 2.253 -0.039  0.684
57 H -5.002 2.989 -2.256  0.463
58 H -4.141 1.680 -3.021  0.365
59 H -5.410 1.336 -1.856  0.377
60 H -2.722 1.096 1.299  0.540
61 H -4.927 0.168 0.495  0.526
62 H -4.036 -1.338 0.324  0.212
63 H -4.953 -0.039 2.792  0.366
64 H -3.223 -0.326 2.770  -0.473
65 H -4.290 -1.691 2.578  0.322
66 C -0.728 0.454 4.721  0.118
67 O -1.343 0.259 3.680  -0.613
68 N -0.539 -0.460 5.673  0.181
69 C 0.205 -0.170 6.887  -0.927
70 C -1.097 -1.790 5.489  -0.852
71 H -0.271 1.429 4.955  0.185
72 H 1.062 -0.837 6.965  0.323
73 H -0.435 -0.311 7.760  0.339
74 H 0.549 0.862 6.868  0.300
75 H -0.684 -2.246 4.589  0.086
76 H -2.181 -1.725 5.378  0.335
77 H -0.850 -2.402 6.346  0.384
78 C 4.461 4.070 -0.357  0.275
79 O 3.410 3.749 -0.889  -0.595
80 N 5.663 3.548 -0.647  0.138
81 C 6.864 3.988 0.037  -0.956
82 C 5.770 2.525 -1.672  -0.776
83 H 4.497 4.841 0.425  0.170
84 H 7.577 4.404 -0.676  0.361
85 H 7.335 3.150 0.555  0.352
86 H 6.608 4.753 0.767  0.273
87 H 5.406 2.905 -2.627  0.309
88 H 5.171 1.656 -1.402  0.131
89 H 6.810 2.225 -1.776  0.404
90 C 0.468 0.563 -6.560  0.460
91 O 0.560 1.676 -7.040  -0.643
92 N 0.330 -0.571 -7.273  0.108
93 C 0.224 -1.859 -6.618  -0.373
94 C 0.286 -0.487 -8.723  -0.988
95 H 0.487 0.385 -5.469  0.001
96 H 1.038 -2.516 -6.931  0.319
97 H -0.729 -2.333 -6.868  0.295
98 H 0.281 -1.710 -5.544  -0.108
99 H 1.204 -0.038 -9.104  0.293
100 H -0.549 0.137 -9.041  0.297
101 H 0.172 -1.485 -9.138  0.399
102 C 3.992 6.011 3.654  0.090
103 O 3.821 5.184 2.772  -0.604
104 N 4.645 5.774 4.800  0.129
105 C 4.817 6.796 5.817  -0.913
106 C 5.198 4.448 5.025  -0.916
107 H 3.610 7.041 3.574  0.314
108 H 5.877 6.982 5.991  0.352
109 H 4.357 6.478 6.755  0.349
110 H 4.347 7.721 5.493  0.281
111 H 5.917 4.202 4.244  0.251
112 H 4.405 3.700 5.002  0.277
113 H 5.692 4.424 5.992  0.397
114 C 1.369 -4.288 6.928  0.078
115 O 1.480 -3.194 6.398  -0.572
116 N 1.224 -5.443 6.264  0.161
117 C 1.096 -6.717 6.947  -0.920
118 C 1.198 -5.411 4.810  -0.878
119 H 1.380 -4.414 8.022  0.299
120 H 1.908 -7.385 6.658  0.341
121 H 0.145 -7.189 6.696  0.344
122 H 1.137 -6.564 8.023  0.292
123 H 2.125 -4.987 4.426  0.293
124 H 0.371 -4.791 4.462  0.199
125 H 1.076 -6.422 4.432  0.385
126 C -6.698 -3.926 -6.125  0.126
127 O -7.347 -4.252 -7.095  -0.579
128 N -5.351 -3.929 -6.071  0.136
129 C -4.621 -3.531 -4.883  -0.881
130 C -4.613 -4.347 -7.252  -0.986
131 H -7.167 -3.594 -5.182  0.268
132 H -3.981 -2.673 -5.115  0.337
133 H -4.002 -4.346 -4.528  0.451
134 H -5.317 -3.254 -4.094  0.205
135 H -4.854 -3.702 -8.097  0.319
136 H -4.881 -5.368 -7.523  0.316
137 H -3.547 -4.294 -7.046  0.361


Record 3
DFT (the ωB97M-V functional and the def2-TZVPD basis) results for a 8-piece molecular cluster, C37H77N2O7 overall at a distorted geometry.

The calculation puts the frontier orbital gap at 3.49 eV. As for the total charge: +1. The calculation puts the LUMO energy at -5.3 eV. The energy relative to the best compared isomer or geometry (same formula, charge and spin) comes out at 1319.2 kJ/mol.

Last column: Mulliken charge in e.
Element x y z (Å)
1 C 3.726 -6.904 2.298  -1.071
2 N 3.826 -5.625 1.574  0.212
3 C 2.737 -4.752 1.597  -0.124
4 C 2.754 -3.649 0.879  -0.009
5 C 3.964 -3.284 0.133  0.636
6 C 5.092 -4.199 0.167  -0.951
7 C 4.920 -5.398 0.799  -0.074
8 C 4.172 -1.908 -0.537  1.052
9 C 3.330 -0.777 -0.048  -0.427
10 C 3.288 0.286 -0.893  -0.069
11 N 4.095 0.364 -2.001  0.340
12 C 5.053 -0.598 -2.320  -0.619
13 C 5.086 -1.733 -1.633  -0.874
14 C 3.402 0.975 -3.159  -0.647
15 H 4.609 -7.489 2.274  0.450
16 H 2.852 -7.514 1.874  0.369
17 H 3.739 -6.731 3.432  0.345
18 H 1.729 -5.060 2.084  -0.035
19 H 1.877 -2.928 0.948  0.582
20 H 5.956 -4.036 -0.585  0.205
21 H 5.647 -6.252 0.806  0.339
22 H 2.663 -0.665 0.774  0.579
23 H 2.634 1.197 -0.581  -0.048
24 H 5.876 -0.362 -3.057  0.393
25 H 5.831 -2.458 -2.034  0.238
26 H 3.071 2.100 -2.981  0.182
27 H 2.367 0.557 -3.262  0.112
28 H 4.034 0.791 -4.098  0.398
29 C -0.240 -0.035 -0.244  -2.571
30 O 0.309 -1.217 0.312  -0.799
31 H -0.174 0.589 0.467  2.055
32 H -1.157 -0.303 -0.618  0.239
33 H 0.346 0.078 -1.135  0.349
34 C 1.123 -1.803 3.630  -0.578
35 C 0.099 -2.750 3.458  -0.032
36 O 0.608 -4.071 3.704  -0.359
37 C -0.302 -5.164 3.651  -0.318
38 C 0.340 -6.262 4.086  -0.740
39 H 2.006 -2.115 2.929  -0.083
40 H 1.538 -1.881 4.677  0.397
41 H 0.889 -0.746 3.428  0.184
42 H -0.087 -2.599 2.530  0.047
43 H -0.769 -2.600 4.109  0.445
44 H -0.826 -5.242 2.619  0.196
45 H -1.194 -4.893 4.193  0.505
46 H 0.739 -6.203 5.135  0.293
47 H 1.337 -6.572 3.551  -0.074
48 H -0.483 -7.162 4.340  0.309
49 C 2.087 -3.432 -3.628  -1.910
50 C 1.035 -2.536 -2.959  1.353
51 O -0.030 -2.407 -3.748  -0.445
52 C -1.032 -1.674 -3.145  0.815
53 C -2.176 -1.698 -4.109  -1.499
54 H 1.780 -4.399 -4.041  0.377
55 H 2.939 -3.645 -3.237  0.537
56 H 2.305 -2.914 -4.513  0.471
57 H 1.646 -1.645 -2.635  -0.445
58 H 0.655 -2.871 -1.760  -0.167
59 H -0.865 -0.514 -3.210  -0.265
60 H -1.351 -2.004 -2.210  0.188
61 H -1.808 -1.176 -5.064  0.312
62 H -3.104 -1.119 -3.752  0.273
63 H -2.505 -2.684 -4.319  0.463
64 C -6.577 4.193 -3.408  -1.433
65 C -5.390 4.237 -2.480  -0.304
66 O -4.839 2.936 -2.406  -0.416
67 C -3.603 2.905 -1.665  -0.272
68 C -3.215 1.591 -1.872  -1.036
69 H -7.377 3.583 -3.235  0.399
70 H -6.051 3.730 -4.391  0.193
71 H -7.123 4.974 -3.461  0.557
72 H -5.794 4.735 -1.584  0.265
73 H -4.607 4.869 -2.776  0.374
74 H -4.033 3.128 -0.685  0.213
75 H -2.992 3.504 -2.065  0.440
76 H -2.166 1.414 -1.525  -0.078
77 H -3.161 1.092 -2.813  0.505
78 H -3.707 0.805 -1.344  0.485
79 C 2.233 3.909 -0.127  -2.268
80 C 1.037 3.575 -1.061  0.627
81 O 1.406 3.945 -2.406  -0.537
82 C 0.437 3.670 -3.467  0.608
83 C 0.875 4.202 -4.616  -1.707
84 H 1.934 3.635 0.934  0.421
85 H 2.236 4.860 0.025  0.783
86 H 3.242 3.857 -0.346  0.532
87 H 0.344 4.289 -0.954  0.486
88 H 0.636 2.504 -0.847  -0.185
89 H -0.481 4.222 -3.456  0.250
90 H 0.415 2.584 -3.451  -0.064
91 H 0.878 5.238 -4.434  0.376
92 H 0.190 4.074 -5.462  0.374
93 H 1.881 4.026 -5.049  0.330
94 C -3.554 0.131 5.695  -1.406
95 C -2.862 0.216 4.380  -0.081
96 O -3.197 -0.836 3.507  -0.401
97 C -2.806 -0.757 2.231  0.700
98 C -3.006 -2.097 1.761  -1.131
99 H -3.255 -0.718 6.303  0.315
100 H -4.633 0.298 5.602  0.307
101 H -3.370 0.914 6.444  0.429
102 H -1.874 0.397 4.498  0.331
103 H -2.899 1.118 3.718  0.213
104 H -1.767 -0.522 2.204  -0.081
105 H -3.275 -0.189 1.414  0.171
106 H -4.000 -2.344 1.404  0.390
107 H -2.691 -2.695 2.727  0.129
108 H -2.328 -2.624 1.054  0.127
109 C 0.436 6.975 1.846  -1.468
110 C -0.531 6.163 1.131  -0.130
111 O -0.751 4.875 1.801  -0.390
112 C -1.867 4.194 1.238  -1.578
113 C -1.722 2.867 1.727  -0.537
114 H 0.178 6.726 2.880  0.321
115 H 0.804 7.791 1.430  0.541
116 H 1.428 6.440 1.747  0.253
117 H -0.331 5.949 0.168  0.373
118 H -1.593 6.707 1.169  0.259
119 H -1.689 4.266 0.266  0.273
120 H -2.601 4.738 1.366  1.281
121 H -1.866 2.819 2.786  0.304
122 H -0.692 2.390 1.686  0.060
123 H -2.380 2.226 1.257  0.507